Entry 1:
An isolated molecule of C22H24N2O4S2 at a distorted geometry, computed with ωB97M-V/def2-TZVPD.

The geometry in XYZ format:
```
54
Properties=species:S:1:pos:R:3
H -1.471 -2.857 0.877
C 0.271 1.569 0.725
H 5.106 -3.426 -0.530
C 2.330 0.998 2.032
C -3.354 0.569 1.109
H -4.201 -0.941 -2.846
C -0.578 -1.572 -0.639
O 4.990 1.128 -0.538
C -2.409 -1.116 -1.716
C 0.832 0.988 1.856
C 4.192 -1.624 0.140
C -2.762 -1.944 -0.691
O 3.116 2.624 -0.090
C -0.006 0.387 2.788
C -3.205 -0.507 -2.804
H 0.477 -1.510 -0.460
H 3.475 -4.899 0.605
N -3.963 1.440 0.269
H 0.914 2.092 0.034
C 4.298 -2.999 0.044
C -5.073 1.498 -1.910
C 3.160 -1.044 0.879
C 2.372 -3.256 1.427
H 2.612 0.521 2.976
C -1.366 0.309 2.558
C 2.714 0.599 -1.759
C -5.161 1.078 -0.444
H -5.270 -0.006 -0.343
C -1.920 0.844 1.400
H 3.066 -0.411 -1.919
H -3.744 -2.297 -0.452
S -3.410 1.320 -2.645
N 3.053 0.347 0.953
H -2.699 -0.633 -3.762
H 0.408 -0.032 3.695
H -5.784 0.943 -2.521
S 3.584 1.291 -0.327
C -1.568 -2.240 0.009
H 2.685 2.031 2.037
H -6.044 1.550 0.006
H 1.655 -3.884 1.936
H 1.442 -1.467 2.100
O -3.935 -0.398 1.565
H 4.924 -0.992 -0.334
H -1.479 1.908 -0.428
C 2.252 -1.881 1.527
C -1.089 1.493 0.490
C 3.388 -3.826 0.682
H 2.962 1.226 -2.607
H -3.464 2.250 -0.064
H -5.276 2.564 -2.016
H -2.020 -0.187 3.260
O -1.073 -0.890 -1.688
H 1.649 0.619 -1.568
```

Calculated values
charge	0
lowest unoccupied orbital energy	0.54	eV
max |F|	1.036	eV/A
E	-56043.92822	eV
energy above the lowest of the compared OMol25 structures with the same formula, charge and spin	5.0	kcal per mole
frontier orbital gap	8.985	eV



Entry 2:
The ion C4H3O3 with charge -1 at a distorted geometry, computed with ωB97M-V/def2-TZVPD.

The geometry in XYZ format:
```
10
Properties=species:S:1:pos:R:3
H 1.321 -0.735 0.502
C -0.753 -0.006 -0.058
H 0.915 -0.181 -1.123
H -1.937 1.247 0.506
C -1.683 -0.924 -0.301
O -0.990 1.270 0.416
O -1.076 -2.221 -0.624
C 0.222 -2.190 -0.753
C 0.578 -0.669 -0.265
O -2.932 -0.903 -0.325
```

Calculated values
charge	-1
lowest unoccupied orbital energy	4.13	eV
max |F|	2.820	eV/A
E	-10336.67523	eV
energy above the lowest of the compared OMol25 structures with the same formula, charge and spin	56.7	kcal per mole
frontier orbital gap	6.407	eV



Entry 3:
A cluster of 2 separate species, C3H7NO4 in total at a distorted geometry, computed with ωB97M-V/def2-TZVPD.

The geometry in XYZ format:
```
15
Properties=species:S:1:pos:R:3
C 0.728 1.039 0.462
H -1.666 1.472 1.282
O 2.627 0.927 1.887
H 0.259 1.742 1.141
C 1.856 0.326 1.190
O -0.068 -1.967 -2.020
H -1.003 -1.952 -1.744
C -1.501 -0.126 0.113
H 0.227 -0.597 -0.777
N -0.192 0.096 -0.153
O -2.061 0.614 1.097
O -2.174 -0.958 -0.454
H 1.163 1.629 -0.339
H 1.888 -0.780 1.158
H -0.083 -1.465 -2.844
```

Calculated values
charge	0
lowest unoccupied orbital energy	0.35	eV
max |F|	1.071	eV/A
E	-12904.69682	eV
energy above the lowest of the compared OMol25 structures with the same formula, charge and spin	29.7	kcal per mole
frontier orbital gap	10.436	eV



Entry 4:
A structure of composition C5H10O, computed with ωB97M-V/def2-TZVPD.

The geometry in XYZ format:
```
16
Properties=species:S:1:pos:R:3
H 0.718 0.358 1.419
C -1.666 0.433 -0.936
H -0.379 -1.356 -0.707
C 1.924 -0.294 -0.199
O 0.576 1.767 -0.103
H -0.229 -1.312 1.748
H -1.217 0.252 1.790
H 2.836 0.198 0.149
H 1.869 -1.297 0.237
C -0.628 -0.455 1.209
H -2.579 -0.113 -1.198
C -0.699 -0.450 -0.196
H -1.928 1.304 -0.331
H 1.965 -0.370 -1.289
H -1.205 0.816 -1.853
C 0.735 0.577 0.210
```

Calculated values
charge	0
lowest unoccupied orbital energy	0.56	eV
max |F|	0.286	eV/A
E	-7391.11999	eV
energy above the lowest of the compared OMol25 structures with the same formula, charge and spin	84.1	kcal per mole
frontier orbital gap	8.710	eV



Entry 5:
A structure of composition C33H26FN2O3S4Tl, computed with ωB97M-V/def2-TZVPD.

The geometry in XYZ format:
```
70
Properties=species:S:1:pos:R:3
C 3.220 4.817 -4.677
H 8.455 2.123 -2.792
H 4.120 2.822 0.568
C -0.152 0.400 2.390
H 7.652 0.578 -3.075
S -3.552 -3.495 -2.051
H 5.696 5.645 -4.231
H -4.042 -1.935 -4.390
H -5.392 1.788 -2.732
S 1.992 1.017 0.571
S -0.459 2.476 -1.176
O 1.306 0.450 -3.355
C 1.685 3.050 -4.128
C -4.031 -1.854 -2.259
Tl 0.114 -0.667 -1.364
C -4.815 0.272 -1.331
C 4.077 2.717 -3.866
H 1.072 -0.485 3.918
C 3.476 4.644 -0.368
C 1.209 4.615 -1.182
C 2.762 2.233 -3.775
C -0.872 -1.405 3.787
H 6.092 4.421 -5.435
C -4.728 -0.018 -3.706
H -0.678 -2.126 4.573
H -4.445 -0.147 2.238
H 5.679 0.020 -2.724
C 7.495 1.609 -2.764
C 2.463 0.865 -3.296
H 6.803 2.153 -4.723
C -3.645 -0.238 1.502
H 3.371 5.834 -5.020
H 0.374 5.114 -1.657
H 0.678 2.664 -4.019
C 4.849 0.648 -3.007
C 6.516 2.341 -3.678
H 6.219 4.042 -2.411
C 1.931 4.320 -4.567
C -2.103 -1.361 3.164
N -1.345 0.434 1.791
H 2.488 6.322 -1.280
C -2.312 -0.401 2.174
F 0.907 5.133 -4.926
H -4.894 0.366 -4.707
H 7.124 1.609 -1.738
C 0.112 -0.501 3.419
C 3.573 -1.257 -2.133
C 4.297 4.028 -4.328
H 1.541 1.618 2.833
O 4.590 -1.961 -2.276
S -4.071 -1.711 0.464
H -5.060 0.881 -0.468
C 3.314 3.335 0.056
H 0.348 2.346 1.696
C 3.617 0.117 -2.854
H 4.409 5.171 -0.198
C 5.698 4.570 -4.423
O 2.560 -1.473 -1.432
C 6.583 3.844 -3.423
H -2.899 -2.044 3.431
C 1.025 3.256 -0.818
C -5.017 0.779 -2.604
C 0.866 1.437 1.996
C -4.253 -1.303 -3.536
H 7.618 4.183 -3.501
N 5.131 1.893 -3.496
H -3.603 0.644 0.869
C 2.117 2.652 -0.141
C 2.393 5.285 -0.970
C -4.297 -1.005 -1.152
```

Calculated values
charge	-2
lowest unoccupied orbital energy	3.75	eV
max |F|	0.528	eV/A
E	-94521.85567	eV
energy above the lowest of the compared OMol25 structures with the same formula, charge and spin	17.2	kcal per mole
frontier orbital gap	4.790	eV



Entry 6:
A cluster of 2 separate species, C6H9I in total at a distorted geometry, computed with ωB97M-V/def2-TZVPD.

The geometry in XYZ format:
```
16
Properties=species:S:1:pos:R:3
H -1.990 -0.549 -2.923
C 0.925 0.109 1.110
H -0.067 1.363 2.503
C 1.369 1.549 0.899
C -0.029 1.225 1.466
H -0.697 -3.330 -0.044
C -0.790 -1.591 -1.501
H 2.142 1.903 1.495
C -1.278 -0.291 -2.029
H -1.774 0.345 -1.276
I 2.164 -1.010 2.421
H 1.441 1.843 -0.135
H -0.369 0.229 -2.427
C -0.726 -2.475 -0.671
H -0.842 1.183 0.884
H 0.522 -0.503 0.228
```

Calculated values
charge	0
lowest unoccupied orbital energy	0.69	eV
max |F|	5.192	eV/A
E	-14464.67347	eV
energy above the lowest of the compared OMol25 structures with the same formula, charge and spin	54.4	kcal per mole
frontier orbital gap	9.717	eV